Formula: C6H10
Source: OMol25
Level of theory: wB97M-V/def2-TZVPD

## Properties
Total energy: -6378.8301 eV
Relative energy (zero: lowest compared OMol25 entry of this formula, charge and spin): 485.3 kJ/mol
M: 82.1 g/mol
LUMO energy: 1.146 eV
Kohn-Sham gap: 8.7533 eV

Geometry (Å):
C (-1.32, 0.84, 1.35)
C (-0.09, 0.39, 0.53)
C (1.15, 0.65, -0.69)
C (1.48, -0.83, -0.34)
C (0.06, -1.04, 0.19)
C (-0.71, -0.35, -0.87)
H (-2.21, 0.23, 1.08)
H (-1.57, 1.89, 1.19)
H (-1.21, 0.71, 2.45)
H (1.10, 0.80, -1.81)
H (1.73, 1.46, -0.32)
H (2.26, -0.86, 0.43)
H (1.75, -1.49, -1.17)
H (-0.35, -1.89, 0.72)
H (-1.72, -0.03, -0.84)
H (-0.35, -0.50, -1.90)



Formula: C3H3CsO3
Source: OMol25
Level of theory: wB97M-V/def2-TZVPD

## Properties
Total energy: -9837.7334 eV
Relative energy (zero: lowest compared OMol25 entry of this formula, charge and spin): 422.0 kJ/mol
M: 220.0 g/mol
2S+1: 2
<S²>: 0.76
LUMO energy (alpha / beta): -3.741 / -5.427 eV
Kohn-Sham gap (alpha / beta): 9.1972 / 7.6657 eV
Total charge: +1

Geometry (Å):
H (1.35, -2.12, -0.45)
O (1.19, -1.23, -0.12)
C (-0.08, -0.93, -0.15)
O (-0.97, -1.72, -0.41)
O (-0.32, 0.36, -0.06)
Cs (-4.70, -3.22, -0.16)
H (0.12, 1.16, 0.95)
C (0.96, 2.50, 0.36)
C (0.85, 1.95, -0.79)
H (1.60, 3.24, 0.83)



Formula: C22H31NOS
Source: OMol25
Level of theory: wB97M-V/def2-TZVPD

## Properties
Total energy: -37669.6480 eV
Relative energy (zero: lowest compared OMol25 entry of this formula, charge and spin): 1943.2 kJ/mol
M: 357.6 g/mol
LUMO energy: -1.233 eV
Kohn-Sham gap: 7.4845 eV

Geometry (Å):
C (-0.92, 4.58, 7.16)
C (0.55, 4.70, 6.53)
C (1.35, 5.87, 7.45)
C (1.13, 3.86, 5.60)
C (0.40, 2.89, 4.92)
C (1.19, 2.06, 4.35)
C (0.81, 0.85, 3.59)
C (0.12, -0.19, 4.57)
C (0.62, 0.84, 2.31)
C (-0.21, -0.23, 1.44)
C (0.47, -0.25, -0.02)
C (-0.18, -1.63, -0.66)
C (-1.62, -1.65, -0.82)
C (0.70, -2.47, -1.19)
C (0.04, -3.66, -1.89)
S (0.71, -3.58, -3.82)
C (-0.67, -2.25, -4.10)
C (-1.69, -2.61, -4.70)
C (-2.89, -1.85, -4.84)
C (-2.65, -0.54, -4.71)
C (-1.59, -0.03, -4.11)
C (-0.11, -0.90, -3.93)
C (0.82, -0.23, -3.43)
N (2.09, -0.89, -3.61)
O (0.65, 1.01, -2.83)
H (-1.37, 3.65, 6.93)
H (-1.01, 4.80, 8.15)
H (-1.64, 5.19, 6.74)
H (2.40, 5.93, 6.83)
H (1.55, 5.64, 8.35)
H (0.92, 6.70, 7.03)
H (2.23, 4.13, 5.37)
H (-0.23, 3.47, 4.10)
H (-0.29, 2.38, 5.71)
H (2.00, 1.60, 4.91)
H (1.85, 2.58, 3.38)
H (0.38, 0.04, 5.51)
H (-0.83, -0.29, 4.54)
H (0.51, -1.26, 4.02)
H (0.72, 1.57, 1.90)
H (-0.11, -1.34, 2.17)
H (-1.11, 0.04, 1.49)
H (1.48, -0.68, 0.41)
H (0.14, 0.48, -0.52)
H (-1.86, -2.04, -1.76)
H (-2.17, -0.51, -1.02)
H (-2.18, -1.78, 0.07)
H (1.63, -2.42, -0.97)
H (0.59, -4.49, -1.78)
H (-1.00, -3.83, -1.92)
H (-1.91, -3.60, -4.94)
H (-3.72, -2.22, -5.45)
H (-3.33, 0.33, -5.02)
H (-1.23, 1.00, -4.00)
H (2.72, -0.31, -3.14)
H (1.97, -1.68, -4.05)



Formula: CH37NO18
Source: OMol25
Level of theory: wB97M-V/def2-TZVPD

## Properties
Total energy: -39986.3937 eV
Relative energy (zero: lowest compared OMol25 entry of this formula, charge and spin): 0.0 kJ/mol
M: 351.3 g/mol
LUMO energy: -0.087 eV
Kohn-Sham gap: 10.4441 eV

Geometry (Å):
C (0.36, -0.38, -0.63)
N (0.83, -0.65, -1.89)
O (0.13, 0.79, -0.30)
H (0.18, -1.27, 0.06)
H (0.77, -1.58, -2.26)
H (0.84, 0.11, -2.59)
H (-0.10, 1.16, 1.40)
H (-0.94, 0.86, 2.67)
O (-0.07, 1.25, 2.34)
H (2.45, -0.73, 1.43)
H (3.20, -2.02, 0.86)
O (2.36, -1.51, 0.76)
H (-2.31, -1.19, 1.48)
H (-1.17, -2.25, 1.41)
O (-1.98, -1.94, 0.98)
H (0.27, 1.80, -1.67)
H (0.40, 3.14, -2.54)
O (0.14, 2.17, -2.59)
H (-2.51, 1.04, 1.55)
H (-3.38, 0.53, 2.77)
O (-2.59, 0.34, 2.26)
H (-2.62, 2.99, 0.40)
H (-2.15, 1.77, -0.53)
O (-2.15, 2.18, 0.39)
H (0.12, 2.91, 2.53)
H (1.18, 3.99, 2.95)
O (0.30, 3.90, 2.52)
H (-2.14, -3.66, 0.12)
H (-2.18, -3.18, -1.34)
O (-1.97, -3.96, -0.81)
H (-2.21, -1.53, -0.61)
H (-3.34, -1.43, -1.74)
O (-2.38, -1.41, -1.61)
H (2.31, 2.70, 0.39)
H (3.45, 1.66, 0.00)
O (3.16, 2.31, 0.66)
H (1.13, -2.24, 1.69)
H (0.41, -2.15, 3.03)
O (0.34, -2.58, 2.15)
H (1.51, 0.70, 2.60)
H (2.86, 1.14, 1.89)
O (2.48, 0.43, 2.43)
H (-1.34, -1.93, -2.88)
H (-0.46, -3.08, -3.26)
O (-0.65, -2.20, -3.52)
H (-0.28, -3.77, -1.14)
H (1.09, -3.33, -0.61)
O (0.60, -3.46, -1.38)
H (3.83, 0.55, -1.96)
H (2.96, -0.29, -0.98)
O (3.75, 0.32, -1.03)
H (0.61, 3.81, 0.84)
H (0.17, 2.68, -0.08)
O (0.81, 3.41, -0.06)
H (-2.19, 0.33, -2.00)
H (-1.57, 1.54, -2.49)
O (-2.33, 1.23, -2.07)